(one)
DFT (ωB97M-V/def2-TZVPD) results for a cluster of 16 separate species, C96H80F16 in total.

Geometry as ORCA input:
```
! RIJCOSX wB97M-V def2-TZVPD def2/J DEFGRID3
* xyz 0 1
F -21.539 -3.336 26.092
C -20.943 -4.185 25.260
C -20.409 -3.789 24.098
C -19.877 -4.761 23.274
C -19.933 -6.088 23.551
C -20.443 -6.472 24.830
C -20.997 -5.526 25.670
H -20.236 -2.762 23.848
H -19.277 -4.409 22.403
H -19.422 -6.770 22.881
H -20.358 -7.500 25.175
H -21.338 -5.729 26.676
F -12.948 -15.565 19.593
C -13.600 -15.116 20.696
C -13.594 -13.762 20.825
C -14.227 -13.165 21.880
C -14.862 -14.002 22.769
C -14.851 -15.394 22.647
C -14.210 -15.956 21.621
H -13.170 -13.176 20.014
H -14.204 -12.097 22.052
H -15.408 -13.559 23.619
H -15.209 -15.979 23.506
H -14.108 -17.027 21.641
F -18.894 -5.172 20.039
C -19.514 -5.528 18.904
C -18.701 -6.012 17.892
C -19.258 -6.239 16.610
C -20.599 -5.915 16.417
C -21.372 -5.464 17.529
C -20.841 -5.221 18.763
H -17.670 -6.215 18.061
H -18.597 -6.619 15.834
H -21.057 -6.031 15.443
H -22.410 -5.335 17.325
H -21.321 -4.609 19.495
F -12.454 -6.263 27.685
C -11.941 -7.487 27.916
C -12.358 -8.225 29.018
C -11.840 -9.526 29.157
C -10.872 -9.954 28.248
C -10.513 -9.177 27.158
C -11.069 -7.978 26.929
H -13.160 -7.825 29.649
H -12.179 -10.103 30.019
H -10.350 -10.897 28.436
H -9.827 -9.557 26.395
H -10.852 -7.237 26.098
F -13.739 -12.254 27.650
C -14.197 -12.423 28.898
C -13.586 -13.368 29.762
C -14.153 -13.601 30.997
C -15.269 -12.893 31.369
C -15.892 -12.007 30.505
C -15.368 -11.767 29.257
H -12.632 -13.746 29.355
H -13.718 -14.373 31.621
H -15.713 -13.076 32.316
H -16.791 -11.457 30.753
H -15.850 -10.998 28.609
F -16.153 -5.429 22.421
C -15.477 -4.925 23.438
C -15.946 -4.044 24.377
C -15.186 -3.709 25.498
C -13.878 -4.193 25.559
C -13.375 -5.044 24.580
C -14.214 -5.492 23.543
H -17.000 -3.691 24.338
H -15.548 -3.053 26.248
H -13.187 -3.970 26.330
H -12.340 -5.372 24.642
H -13.850 -6.223 22.752
F -15.853 -0.544 24.637
C -16.755 -0.639 23.630
C -16.272 -1.072 22.407
C -17.281 -1.217 21.413
C -18.621 -0.966 21.686
C -19.066 -0.577 22.951
C -18.144 -0.467 23.918
H -15.215 -1.209 22.181
H -16.990 -1.493 20.402
H -19.311 -1.001 20.847
H -20.132 -0.323 23.004
H -18.462 -0.141 24.901
F -20.644 -12.748 23.485
C -20.659 -12.697 22.151
C -19.780 -13.386 21.380
C -19.819 -13.270 19.987
C -20.769 -12.454 19.415
C -21.651 -11.694 20.178
C -21.571 -11.825 21.598
H -19.090 -14.055 21.899
H -19.090 -13.851 19.428
H -20.884 -12.253 18.351
H -22.388 -11.015 19.698
H -22.304 -11.325 22.224
F -17.646 -7.754 31.458
C -18.102 -8.426 30.413
C -17.839 -8.022 29.152
C -18.475 -8.687 28.098
C -19.340 -9.754 28.338
C -19.488 -10.200 29.680
C -18.877 -9.542 30.713
H -17.054 -7.290 29.013
H -18.297 -8.371 27.054
H -19.884 -10.292 27.571
H -20.139 -11.020 30.018
H -18.965 -9.762 31.788
F -16.741 -12.960 26.496
C -17.807 -13.379 27.242
C -19.091 -13.116 26.819
C -20.125 -13.691 27.488
C -19.875 -14.410 28.660
C -18.608 -14.620 29.121
C -17.530 -14.163 28.337
H -19.309 -12.561 25.874
H -21.105 -13.465 27.159
H -20.713 -14.866 29.148
H -18.420 -15.169 30.043
H -16.515 -14.308 28.629
F -16.881 -11.232 23.697
C -16.615 -10.065 24.280
C -17.296 -8.985 23.930
C -16.838 -7.758 24.453
C -15.967 -7.776 25.513
C -15.304 -8.922 25.847
C -15.619 -10.107 25.215
H -17.991 -9.076 23.103
H -17.210 -6.764 24.274
H -15.692 -6.796 25.874
H -14.557 -9.013 26.614
H -15.264 -11.103 25.482
F -14.809 -11.736 18.564
C -15.959 -11.046 18.615
C -16.341 -10.329 17.552
C -17.448 -9.566 17.627
C -18.249 -9.529 18.774
C -17.919 -10.318 19.847
C -16.791 -11.109 19.748
H -15.754 -10.468 16.706
H -17.740 -8.918 16.772
H -19.019 -8.800 18.816
H -18.380 -10.370 20.818
H -16.547 -11.611 20.699
F -11.087 -16.465 27.881
C -12.248 -16.527 27.282
C -13.174 -17.564 27.502
C -14.465 -17.513 27.067
C -14.850 -16.370 26.333
C -13.891 -15.422 25.968
C -12.605 -15.473 26.460
H -12.794 -18.497 27.927
H -15.243 -18.250 27.310
H -15.865 -16.195 25.967
H -14.125 -14.520 25.320
H -11.789 -14.758 26.397
F -12.399 -10.068 24.633
C -11.530 -10.999 24.241
C -10.391 -10.585 23.614
C -9.498 -11.558 23.246
C -9.774 -12.895 23.492
C -10.958 -13.283 24.143
C -11.902 -12.344 24.460
H -10.182 -9.521 23.557
H -8.561 -11.325 22.786
H -9.111 -13.664 23.092
H -11.077 -14.386 24.287
H -12.795 -12.556 25.045
F -13.146 -7.135 17.624
C -13.275 -7.865 18.764
C -12.453 -8.911 19.135
C -12.675 -9.482 20.367
C -13.746 -9.161 21.179
C -14.702 -8.283 20.704
C -14.441 -7.583 19.490
H -11.524 -9.211 18.621
H -11.960 -10.175 20.756
H -13.766 -9.521 22.217
H -15.567 -8.084 21.346
H -15.056 -6.784 19.076
F -17.732 -18.328 21.806
C -18.429 -17.590 22.754
C -17.808 -17.261 23.954
C -18.607 -16.584 24.895
C -19.869 -16.147 24.534
C -20.402 -16.430 23.300
C -19.704 -17.197 22.380
H -16.867 -17.685 24.277
H -18.185 -16.217 25.783
H -20.478 -15.514 25.209
H -21.386 -16.074 23.046
H -20.177 -17.597 21.486
*
```

HOMO energy in eV: -8.9
Frontier orbital gap in eV: 9.4

=====

(two)
DFT (ωB97M-V/def2-TZVPD) results for a cluster of 16 separate species, C96H80F16 in total.

Geometry as ORCA input:
```
! RIJCOSX wB97M-V def2-TZVPD def2/J DEFGRID3
* xyz 0 1
F 2.460 -4.621 -27.851
C 2.113 -5.753 -27.233
C 1.455 -5.715 -25.975
C 1.131 -6.905 -25.299
C 1.326 -8.124 -25.923
C 2.065 -8.192 -27.114
C 2.349 -7.036 -27.796
H 1.240 -4.773 -25.493
H 0.665 -6.815 -24.329
H 0.958 -9.001 -25.412
H 2.310 -9.134 -27.581
H 2.721 -7.062 -28.810
F -6.308 -4.084 -27.802
C -6.975 -4.921 -26.938
C -6.669 -6.253 -26.620
C -7.435 -6.960 -25.687
C -8.518 -6.304 -25.117
C -8.919 -4.999 -25.475
C -8.155 -4.384 -26.415
H -5.812 -6.750 -27.053
H -7.244 -8.002 -25.476
H -9.105 -6.892 -24.427
H -9.781 -4.497 -25.060
H -8.307 -3.353 -26.697
F -5.373 -6.613 -32.695
C -4.258 -6.407 -33.456
C -3.033 -6.419 -32.764
C -1.875 -6.347 -33.520
C -1.974 -6.325 -34.924
C -3.195 -6.265 -35.549
C -4.368 -6.283 -34.814
H -3.008 -6.429 -31.685
H -0.895 -6.390 -33.069
H -1.092 -6.294 -35.546
H -3.328 -6.297 -36.620
H -5.292 -6.488 -35.333
F -3.917 -0.273 -23.253
C -4.772 -1.315 -23.325
C -5.853 -1.428 -22.458
C -6.730 -2.450 -22.422
C -6.379 -3.447 -23.373
C -5.355 -3.404 -24.276
C -4.545 -2.291 -24.300
H -5.995 -0.714 -21.660
H -7.510 -2.583 -21.688
H -7.063 -4.265 -23.540
H -5.217 -4.317 -24.835
H -3.690 -2.180 -24.951
F -2.533 -16.015 -30.002
C -1.805 -15.151 -29.268
C -1.665 -13.822 -29.633
C -0.830 -13.031 -28.883
C -0.198 -13.530 -27.742
C -0.277 -14.856 -27.411
C -1.162 -15.687 -28.192
H -2.048 -13.420 -30.560
H -0.738 -11.970 -29.062
H 0.596 -12.949 -27.296
H 0.358 -15.281 -26.647
H -1.326 -16.749 -28.091
F 1.786 -10.615 -20.526
C 1.153 -9.499 -20.914
C 1.699 -8.249 -20.710
C 0.971 -7.068 -20.963
C -0.314 -7.208 -21.490
C -0.870 -8.509 -21.693
C -0.115 -9.659 -21.389
H 2.661 -8.132 -20.232
H 1.468 -6.116 -20.848
H -0.871 -6.300 -21.670
H -1.789 -8.564 -22.257
H -0.465 -10.676 -21.487
F -6.808 -10.643 -31.606
C -7.163 -10.450 -30.320
C -7.700 -11.499 -29.561
C -8.087 -11.177 -28.258
C -8.043 -9.928 -27.718
C -7.541 -8.911 -28.567
C -7.132 -9.117 -29.841
H -7.813 -12.465 -30.030
H -8.609 -11.883 -27.628
H -8.502 -9.746 -26.758
H -7.546 -7.890 -28.214
H -6.872 -8.294 -30.491
F -3.073 -9.450 -25.684
C -3.734 -8.578 -24.828
C -4.894 -9.059 -24.188
C -5.422 -8.358 -23.145
C -4.948 -7.071 -22.885
C -3.837 -6.551 -23.479
C -3.218 -7.336 -24.524
H -5.300 -10.024 -24.452
H -6.218 -8.826 -22.585
H -5.459 -6.490 -22.132
H -3.487 -5.556 -23.248
H -2.279 -6.997 -24.937
F -2.103 -10.394 -30.446
C -2.338 -9.285 -29.725
C -3.407 -8.504 -30.055
C -3.770 -7.367 -29.288
C -2.877 -7.031 -28.247
C -1.836 -7.842 -27.909
C -1.539 -8.931 -28.652
H -3.916 -8.754 -30.975
H -4.533 -6.698 -29.657
H -3.029 -6.137 -27.661
H -1.192 -7.594 -27.079
H -0.630 -9.464 -28.417
F -2.007 -3.526 -26.130
C -1.805 -3.485 -27.500
C -2.895 -3.497 -28.392
C -2.709 -3.440 -29.771
C -1.412 -3.206 -30.225
C -0.343 -3.106 -29.342
C -0.497 -3.302 -27.994
H -3.871 -3.611 -27.945
H -3.530 -3.508 -30.469
H -1.167 -3.101 -31.272
H 0.663 -2.983 -29.718
H 0.365 -3.329 -27.343
F 2.115 -13.219 -23.347
C 0.905 -12.791 -23.818
C 0.683 -11.455 -24.194
C -0.633 -11.022 -24.463
C -1.694 -11.925 -24.443
C -1.482 -13.236 -24.113
C -0.191 -13.672 -23.813
H 1.440 -10.690 -24.112
H -0.944 -10.009 -24.672
H -2.676 -11.728 -24.846
H -2.373 -13.838 -24.214
H 0.075 -14.716 -23.741
F -5.327 -16.857 -32.045
C -5.059 -15.509 -31.974
C -5.422 -14.848 -30.814
C -5.199 -13.503 -30.678
C -4.518 -12.837 -31.753
C -4.252 -13.475 -33.002
C -4.491 -14.847 -33.073
H -5.829 -15.450 -30.016
H -5.355 -13.013 -29.728
H -4.336 -11.774 -31.685
H -3.902 -12.922 -33.862
H -4.309 -15.473 -33.934
F -3.108 -9.933 -35.151
C -4.399 -10.087 -35.471
C -4.789 -10.646 -36.702
C -6.111 -10.944 -37.015
C -7.089 -10.675 -36.041
C -6.733 -10.235 -34.815
C -5.389 -9.885 -34.534
H -3.980 -10.963 -37.343
H -6.358 -11.454 -37.935
H -8.135 -10.787 -36.285
H -7.554 -10.142 -34.120
H -5.135 -9.431 -33.588
F 0.041 -14.990 -32.294
C -0.599 -14.503 -33.399
C -0.738 -13.118 -33.616
C -1.382 -12.654 -34.750
C -1.949 -13.524 -35.696
C -1.809 -14.904 -35.451
C -1.179 -15.391 -34.324
H -0.297 -12.432 -32.909
H -1.483 -11.593 -34.926
H -2.430 -13.086 -36.558
H -2.196 -15.602 -36.178
H -0.983 -16.438 -34.150
F -6.804 -11.675 -25.022
C -6.059 -12.735 -25.416
C -5.094 -12.522 -26.426
C -4.141 -13.531 -26.660
C -4.281 -14.787 -26.013
C -5.404 -15.008 -25.233
C -6.293 -13.966 -24.887
H -4.947 -11.584 -26.941
H -3.368 -13.368 -27.397
H -3.658 -15.575 -26.410
H -5.578 -16.016 -24.887
H -7.129 -14.145 -24.227
F 4.936 -12.838 -30.257
C 3.962 -12.198 -30.935
C 4.210 -11.683 -32.183
C 3.138 -11.045 -32.808
C 1.896 -10.944 -32.244
C 1.677 -11.543 -30.932
C 2.735 -12.127 -30.272
H 5.216 -11.774 -32.564
H 3.435 -10.580 -33.736
H 1.128 -10.435 -32.808
H 0.723 -11.449 -30.433
H 2.525 -12.631 -29.340
*
```

HOMO energy in eV: -8.8
Frontier orbital gap in eV: 9.2

=====

Q: Which of them is the most stable? A: (two).

=====

(one)
DFT (ωB97M-V/def2-TZVPD) results for the ion C6H11N2S with charge +1.

Geometry as ORCA input:
```
! RIJCOSX wB97M-V def2-TZVPD def2/J DEFGRID3
* xyz 1 1
C -1.622 0.235 0.267
C -3.921 -0.501 -0.045
C 0.626 0.975 0.773
C 1.119 -0.251 0.001
C 2.224 -0.930 0.705
C 1.422 0.046 -1.485
N -2.820 0.170 -0.233
N -0.761 1.228 0.505
S -0.370 -1.423 0.172
H -4.664 -0.424 -0.891
H -4.356 -1.209 0.715
H 0.905 0.848 1.791
H 1.241 1.841 0.220
H 3.158 -0.265 0.520
H 2.344 -1.919 0.343
H 2.265 -0.987 1.716
H 1.664 -0.848 -2.091
H 2.113 0.852 -1.521
H 0.424 0.414 -1.889
H -0.992 2.149 0.426
*
```

HOMO energy in eV: -13.5
Frontier orbital gap in eV: 8.2

=====

(two)
DFT (ωB97M-V/def2-TZVPD) results for the ion C6H11N2S with charge +1.

Geometry as ORCA input:
```
! RIJCOSX wB97M-V def2-TZVPD def2/J DEFGRID3
* xyz 1 1
C -0.833 0.731 0.281
C 0.463 2.385 1.109
C 0.024 -0.477 0.212
C 1.356 -0.598 0.865
C -1.594 -1.615 -1.291
C -0.312 -1.651 -0.602
N -0.527 1.580 1.347
N 1.026 2.378 -0.132
S 0.138 1.540 -1.309
H -1.925 0.538 0.236
H 0.996 3.076 1.784
H 1.102 -0.845 1.940
H 1.677 0.396 1.133
H 2.148 -1.112 0.496
H -2.363 -1.611 -0.556
H -1.784 -2.362 -2.034
H -1.591 -0.655 -1.942
H 0.500 -1.996 -1.193
H -0.305 -2.555 0.084
H 1.802 2.853 -0.427
*
```

HOMO energy (spin up / spin down) in eV: -13.1 / -13.1
Frontier orbital gap (spin up / spin down) in eV: 7.5 / 7.5

=====

Q: Which of them is the most stable? A: (one).